The following is a quantum chemistry calculation of C35H33ClN4PbS2Si2 as an isolated structure at a distorted geometry, from the Open Molecules 2025 dataset.

XYZ file:
```
78
Properties=species:S:1:pos:R:3:lowdin_charge:R:1
C 0.602 -0.543 1.676 -0.20
C 1.769 -0.305 0.901 -0.26
C 1.730 1.058 0.458 -0.24
H 2.579 -1.016 0.742 0.07
C 0.537 1.647 0.958 -0.18
C -0.152 0.665 1.721 -0.20
H -1.066 0.822 2.297 0.06
H 0.355 -1.464 2.202 0.08
H 2.516 1.581 -0.090 0.07
H 0.224 2.680 0.825 0.06
Pb 0.155 -0.659 -1.879 1.16
Si 1.897 4.254 -5.532 0.80
C 2.023 3.714 -7.299 -0.34
C 1.006 3.960 -8.238 -0.09
H 0.152 4.588 -7.981 0.11
C 1.068 3.376 -9.511 -0.08
H 0.267 3.550 -10.226 0.10
C 2.150 2.576 -9.883 -0.09
H 2.183 2.093 -10.865 0.10
C 3.229 2.476 -8.998 -0.09
H 4.109 1.916 -9.309 0.10
C 3.194 3.081 -7.738 -0.10
H 4.065 3.041 -7.084 0.10
C 1.320 6.055 -5.924 -0.33
C 2.178 6.903 -6.656 -0.10
H 3.132 6.535 -7.045 0.10
C 1.833 8.251 -6.867 -0.09
H 2.522 8.908 -7.400 0.10
C 0.635 8.785 -6.376 -0.10
H 0.404 9.849 -6.476 0.10
C -0.246 7.924 -5.733 -0.09
H -1.187 8.306 -5.342 0.10
C 0.074 6.573 -5.529 -0.15
H -0.684 5.937 -5.001 0.02
H 3.223 4.260 -4.874 0.02
Si -0.404 3.881 -4.081 0.77
C 0.260 4.716 -2.545 -0.34
C 1.619 5.002 -2.241 -0.12
H 2.389 4.955 -3.018 0.06
C 2.029 5.337 -0.949 -0.08
H 3.096 5.423 -0.703 0.11
C 1.068 5.609 0.037 -0.08
H 1.373 5.944 1.026 0.10
C -0.291 5.446 -0.271 -0.10
H -1.047 5.686 0.485 0.11
C -0.682 5.000 -1.529 -0.13
H -1.743 4.881 -1.743 0.08
C 0.822 2.379 -4.346 -0.45
C 1.693 1.931 -3.307 -0.18
H 1.822 2.557 -2.421 0.09
C 2.447 0.764 -3.399 -0.20
H 3.120 0.467 -2.571 0.11
C 2.363 -0.051 -4.545 -0.12
H 2.864 -1.018 -4.591 0.10
C 1.582 0.397 -5.625 -0.09
H 1.613 -0.149 -6.571 0.12
C 0.813 1.533 -5.501 -0.19
H 0.201 1.831 -6.358 0.11
H -1.868 3.530 -3.926 -0.01
Cl -1.600 -0.044 -3.616 -0.13
N 1.449 -3.920 -1.046 0.10
C 0.272 -3.880 -0.433 -0.69
N -0.577 -2.873 -0.575 -0.03
C -1.598 -2.939 0.359 -0.35
C -1.582 -4.083 1.132 -0.36
S -0.216 -5.061 0.773 1.04
C -2.369 -1.755 0.509 -0.34
C -3.285 -1.405 1.489 -0.34
S -3.739 0.260 1.365 1.02
C -2.710 0.378 -0.086 -0.68
N -2.041 -0.727 -0.365 -0.02
N -2.570 1.510 -0.779 0.11
H 2.098 -4.672 -0.868 0.11
H 1.734 -3.136 -1.629 0.07
H -2.308 -4.328 1.895 0.08
H -3.661 -2.091 2.249 0.08
H -3.172 2.304 -0.550 0.11
H -2.286 1.415 -1.763 0.01
```

The frontier orbital gap is 5.43 eV. The LUMO energy comes out at -0.85 eV. Its energy relative to the best compared isomer or geometry (same formula, charge and spin) is 1.621 eV. The total energy comes out at -3600.852122 Ha.